Here is a single C5H3N3 molecule in a non-equilibrium geometry from the Open Molecules 2025 dataset. Energies are from ωB97M-V/def2-TZVPD.

- relative energy (zero: lowest compared OMol25 entry of this formula, charge and spin) (kcal per mole) = 68.07
- LUMO energy (eV) = 0.33
- SMILES = C#CN(C#N)CC#N

Each line ends with the Mulliken charge.
Geometry (Å):
C -0.77 1.36 0.07  0.36
C 2.58 0.99 -0.16  -0.27
C 1.42 0.70 -0.09  -0.14
C -1.88 -1.27 -0.02  -0.02
C -0.42 -1.03 0.08  -0.20
N -1.54 2.20 0.13  -0.43
N -3.00 -1.51 -0.10  -0.30
N 0.09 0.36 -0.04  -0.08
H 3.59 1.27 -0.22  0.44
H -0.12 -1.43 1.06  0.30
H 0.05 -1.63 -0.70  0.34